ORCA calculation (the ωB97M-V functional and the def2-TZVPD basis) on C2H3N2P in the gas phase at a distorted geometry.

Summary:
M	86.0	g/mol
maximum force	3.45	eV/Å
gap between HOMO and LUMO (alpha / beta)	8.15 / 6.26	eV
highest occupied orbital energy (alpha / beta)	-0.3369 / -0.2962	hartree

Geometry (Å):
C (-1.3075, 0.2521, 0.0672)
C (-2.0811, 1.2044, -0.0738)
N (-0.4744, -0.7918, 0.0070)
N (0.8908, -0.4949, 0.0152)
P (1.7205, 0.9242, -0.0372)
H (-0.8566, -1.4892, -0.5720)
H (1.4418, -1.3090, 0.1364)
H (0.6664, 1.7042, 0.4572)

For each atom in turn, the natural (NBO) charge in e is: -0.225, -0.063, -0.334, -0.682, 0.510, 0.416, 0.406, -0.028